{
  "formula": "C28H29BN7PRu",
  "method": "the ωB97M-V functional and the def2-TZVPD basis",
  "e_homo_ev": [-13.727, -13.720],
  "relative_energy_ev": 1.8299,
  "s2": 6.032,
  "charge": 2,
  "spin_multiplicity": 5,
  "symbols": ["H", "N", "B", "N", "C", "Ru", "H", "C", "H", "C", "H", "C", "H", "H", "H", "N", "N", "N", "N", "C", "C", "H", "H", "C", "C", "C", "C", "H", "H", "H", "H", "H", "N", "P", "C", "C", "C", "C", "C", "C", "C", "C", "C", "C", "C", "C", "C", "C", "C", "C", "C", "C", "H", "H", "H", "H", "H", "H", "H", "H", "H", "H", "H", "H", "H", "H", "H"],
  "xyz": [[0.970568, 3.326910, 0.231569], [0.539591, 1.750077, -1.158713], [0.164811, 0.346328, -3.248355], [0.544198, 1.682075, -2.541681], [0.901284, 2.874161, -3.038320], [0.008630, -0.086822, -0.147621], [0.955084, 2.987548, -4.102058], [1.134561, 3.741673, -1.977208], [1.433312, 4.754228, -2.065246], [0.897002, 3.006023, -0.808554], [0.224800, 0.474700, -4.411736], [-0.442301, -1.763696, 0.900822], [-0.277000, -1.805606, 2.003332], [0.282206, -2.639117, 0.748791], [-1.479567, -2.057147, 0.633382], [-1.277315, -0.048987, -2.833255], [1.152490, -0.760615, -2.785963], [-1.570529, -0.232761, -1.486016], [1.259114, -1.065830, -1.440652], [-2.391507, -0.240103, -3.548010], [2.009384, -1.529913, -3.463096], [-2.337170, -0.126788, -4.612124], [2.062322, -1.416373, -4.525170], [-3.426790, -0.559784, -2.681040], [2.677943, -2.349921, -2.563546], [-2.882488, -0.551425, -1.391456], [2.183351, -2.041195, -1.294635], [-4.427540, -0.765809, -2.962092], [3.415909, -3.063600, -2.809497], [-3.371752, -0.751151, -0.436435], [2.444427, -2.457543, -0.320276], [-0.922187, 0.789165, 1.160520], [0.058818, 0.440847, 1.705199], [0.000798, 0.662426, 3.459863], [-1.543114, -0.230441, 3.909092], [-2.232757, -0.110008, 5.121754], [-3.211816, -1.037555, 5.502629], [-3.814768, -1.845172, 4.495754], [-3.236802, -1.916611, 3.223661], [-2.224162, -1.012618, 2.984726], [1.612806, -0.165689, 3.777831], [2.264469, -0.921616, 2.801623], [3.352178, -1.747258, 3.163934], [3.992685, -1.524973, 4.422939], [3.385268, -0.699523, 5.392551], [2.253777, 0.015848, 5.026036], [-0.002281, 1.453160, 5.107560], [-0.052054, 0.521479, 6.297314], [-0.325284, 1.103125, 7.573367], [-0.267731, 2.523384, 7.657088], [-0.061193, 3.340212, 6.526077], [0.038500, 2.808749, 5.232885], [-2.052452, 0.683506, 5.824717], [-3.487080, -1.131351, 6.565520], [-4.718184, -2.380603, 4.708651], [-3.573988, -2.655830, 2.396323], [-2.011150, -0.974849, 1.955925], [1.960106, -0.917508, 1.743649], [3.694145, -2.571929, 2.501099], [4.951754, -1.990457, 4.647166], [3.774420, -0.589753, 6.470484], [1.917521, 0.713407, 5.813881], [0.082002, -0.583406, 6.224112], [-0.709029, 0.477885, 8.415863], [-0.358923, 2.963943, 8.661055], [-0.078397, 4.467745, 6.618061], [0.166674, 3.412433, 4.312748]],
  "forces_ev_per_a": [[-0.048, -0.277, -0.434], [0.007, -0.216, -0.844], [0.095, 0.234, 0.159], [0.052, 0.079, 1.101], [-0.177, -0.575, 0.721], [1.205, 0.425, 0.387], [0.072, 0.268, -0.218], [-0.188, -0.583, 0.291], [0.173, 0.623, 0.066], [0.019, -0.106, -0.994], [0.024, 0.037, -0.485], [1.635, -4.204, 0.417], [-0.607, 0.777, -0.980], [-1.119, 0.869, -1.128], [0.805, -0.211, -0.021], [-0.251, -0.053, 1.358], [0.196, -0.183, 1.231], [-0.846, -0.170, -1.060], [0.410, -0.481, -0.716], [0.590, 0.058, 0.773], [-0.413, 0.303, 0.717], [-0.211, -0.049, -0.257], [0.167, -0.160, -0.328], [0.323, 0.018, 0.589], [-0.273, 0.231, 0.504], [0.191, 0.187, -1.095], [-0.091, 0.262, -1.130], [-0.618, -0.137, -0.080], [0.567, -0.551, -0.126], [0.291, 0.114, -0.374], [-0.176, 0.231, -0.442], [1.426, 0.180, 2.791], [-2.708, 4.344, 0.691], [0.357, -4.125, 0.831], [-1.012, 0.543, -1.212], [-0.523, -0.599, 1.143], [-0.481, -0.143, -1.270], [1.049, -0.152, 0.725], [-1.142, -0.254, 0.013], [0.002, -1.028, -0.984], [0.139, 0.842, -0.276], [0.559, -1.573, -0.028], [0.434, 0.719, 0.678], [-0.889, -0.375, -0.226], [0.796, -0.029, 0.124], [0.363, -0.063, 0.923], [0.282, 0.104, 1.275], [-0.592, 1.667, 0.212], [0.251, 0.114, -2.011], [0.048, 0.036, -0.288], [-0.351, 1.348, 0.971], [-0.123, 0.076, 0.304], [0.051, -0.321, -0.082], [-0.382, 0.481, -0.800], [-0.114, -0.526, 0.303], [0.284, 1.667, 1.566], [0.606, 0.374, -0.382], [-0.153, -0.261, 0.802], [0.071, 1.117, 0.333], [-0.394, -0.249, -0.049], [-0.339, -0.110, -2.091], [0.320, -0.677, -1.072], [-0.452, 1.183, -0.261], [1.004, 0.549, -0.699], [-0.127, -0.003, -0.688], [0.192, -1.539, 0.166], [-0.257, -0.078, 0.961]]
}

***

{
  "formula": "C28H29BN7PSn",
  "method": "the ωB97M-V functional and the def2-TZVPD basis",
  "e_homo_ev": -13.935,
  "relative_energy_ev": 0.0000,
  "charge": 2,
  "symbols": ["H", "N", "B", "N", "C", "Sn", "H", "C", "H", "C", "H", "C", "H", "H", "H", "N", "N", "N", "N", "C", "C", "H", "H", "C", "C", "C", "C", "H", "H", "H", "H", "H", "N", "P", "C", "C", "C", "C", "C", "C", "C", "C", "C", "C", "C", "C", "C", "C", "C", "C", "C", "C", "H", "H", "H", "H", "H", "H", "H", "H", "H", "H", "H", "H", "H", "H", "H"],
  "xyz": [[3.016911, -1.014093, 1.265304], [1.847668, -0.534468, -0.423388], [0.773695, -0.246592, -2.718090], [1.884223, -0.794509, -1.749727], [2.994399, -1.511858, -1.986959], [-1.406942, 0.964160, -0.155708], [3.203835, -1.884110, -2.978515], [3.704400, -1.645927, -0.796307], [4.661666, -2.116452, -0.671802], [2.919567, -1.056589, 0.189878], [1.134222, -0.450039, -3.831922], [-3.292621, 1.945045, -0.249316], [-3.615923, 2.163827, 0.776647], [-4.018329, 1.304591, -0.762785], [-3.136029, 2.879948, -0.801529], [0.504890, 1.283009, -2.488374], [-0.530213, -1.052898, -2.427206], [-0.061680, 1.813070, -1.326103], [-1.310798, -0.807362, -1.320344], [0.706973, 2.291774, -3.348283], [-0.904775, -2.228285, -2.966647], [1.115431, 2.094763, -4.325865], [-0.434077, -2.589405, -3.869821], [0.288128, 3.486969, -2.759397], [-1.898707, -2.781718, -2.167836], [-0.141815, 3.177497, -1.481946], [-2.144189, -1.869955, -1.143298], [0.268653, 4.463281, -3.211376], [-2.362887, -3.743080, -2.290447], [-0.510805, 3.817641, -0.689150], [-2.832542, -1.943626, -0.311518], [1.042081, -0.116871, 0.064298], [-0.344998, 0.241042, 1.353311], [-0.222891, -0.234813, 2.841375], [0.666342, -1.811915, 2.922043], [0.118262, -2.891655, 2.212840], [0.749129, -4.136097, 2.267026], [1.919219, -4.294775, 3.017532], [2.449739, -3.221002, 3.736514], [1.831737, -1.968402, 3.687022], [0.709911, 0.960916, 3.815324], [0.139286, 1.551181, 4.954949], [0.841718, 2.533169, 5.651633], [2.099709, 2.952968, 5.209520], [2.644743, 2.405588, 4.042507], [1.946281, 1.423826, 3.332344], [-1.700674, -0.619594, 3.806694], [-2.981320, -0.328181, 3.317245], [-4.099240, -0.631736, 4.099883], [-3.939460, -1.245661, 5.346168], [-2.662865, -1.570018, 5.820031], [-1.542715, -1.263200, 5.048255], [-0.800883, -2.755035, 1.636212], [0.316998, -4.980003, 1.729557], [2.421644, -5.262062, 3.038835], [3.347859, -3.346489, 4.341064], [2.241074, -1.122611, 4.242039], [-0.841546, 1.227868, 5.300017], [0.402360, 2.962957, 6.550465], [2.647968, 3.714214, 5.766834], [3.616429, 2.739921, 3.677331], [2.362681, 1.018448, 2.407626], [-3.089757, 0.124470, 2.328133], [-5.096418, -0.384657, 3.731094], [-4.815040, -1.474814, 5.955363], [-2.532725, -2.059560, 6.786574], [-0.545609, -1.527841, 5.405767]],
  "forces_ev_per_a": [[0.078, 0.065, -0.121], [0.485, -0.278, 0.182], [-0.091, -0.336, 0.244], [-0.396, 0.377, 0.307], [0.025, 0.469, 0.341], [-1.105, -1.906, 2.768], [0.085, 0.190, 0.043], [-0.174, -0.223, 0.021], [-0.015, -0.150, 0.049], [-0.124, -0.012, -0.774], [-0.040, 0.119, -0.061], [0.185, 0.080, 0.181], [0.042, -0.074, -0.356], [0.208, 0.173, 0.119], [-0.163, -0.271, 0.107], [-0.678, 0.433, 0.572], [-0.785, 0.281, 0.265], [2.101, 1.689, -1.875], [-0.287, -0.911, -0.282], [-0.377, -0.150, 0.792], [-0.021, 0.395, 0.740], [0.069, 0.040, 0.009], [0.007, -0.038, 0.149], [0.095, 0.327, 0.099], [-0.148, -0.075, 0.139], [0.343, -1.288, -1.102], [1.128, 0.254, -1.050], [0.220, 0.012, -0.021], [-0.114, 0.001, -0.119], [-0.018, -0.116, -0.123], [0.047, 0.179, -0.098], [-0.033, -0.136, 0.251], [-0.778, 0.640, -1.857], [0.346, -0.290, 1.108], [0.252, 0.122, -0.192], [0.405, -0.153, 0.209], [-0.102, 0.263, -0.036], [-0.002, 0.142, 0.020], [-0.036, 0.046, -0.105], [-0.269, -0.236, -0.206], [-0.171, 0.561, 0.013], [0.397, -0.147, -0.135], [0.158, 0.032, -0.032], [-0.215, -0.178, -0.111], [-0.134, -0.190, -0.148], [-0.045, 0.169, 0.470], [-0.487, -0.070, -0.273], [0.273, -0.185, 0.507], [0.022, -0.015, -0.055], [0.090, 0.097, -0.102], [0.071, 0.137, -0.259], [-0.259, 0.070, -0.126], [0.275, -0.087, 0.171], [0.177, 0.176, 0.141], [-0.177, 0.243, 0.054], [-0.218, -0.039, -0.190], [-0.104, -0.287, -0.117], [0.277, 0.142, -0.020], [0.132, -0.045, -0.220], [-0.160, -0.241, -0.186], [-0.268, -0.053, 0.137], [-0.073, 0.110, 0.261], [-0.075, -0.037, 0.319], [0.274, -0.130, 0.161], [0.247, 0.066, -0.214], [-0.098, 0.147, -0.309], [-0.276, 0.097, -0.075]]
}

***

{
  "formula": "C28H29BrN5O2W",
  "method": "the ωB97M-V functional and the def2-TZVPD basis",
  "e_homo_ev": [-9.636, -10.894],
  "relative_energy_ev": 1.7850,
  "s2": 2.026,
  "charge": 1,
  "spin_multiplicity": 3,
  "symbols": ["W", "C", "C", "C", "N", "C", "C", "C", "C", "C", "C", "C", "N", "C", "C", "C", "N", "C", "C", "C", "C", "C", "C", "C", "N", "C", "C", "H", "H", "H", "H", "H", "H", "H", "H", "H", "H", "H", "H", "H", "H", "H", "H", "H", "H", "H", "H", "H", "H", "H", "H", "H", "H", "Br", "C", "C", "N", "C", "C", "C", "C", "O", "O", "H", "H", "H"],
  "xyz": [[0.265841, -0.081786, -0.212322], [2.951643, 0.976800, 2.495764], [3.322735, -0.441223, 2.028310], [2.128614, -1.397761, 1.834494], [1.555946, -1.471746, 0.488149], [1.969031, -2.387560, -0.405216], [3.126021, -3.157158, -0.210245], [3.710579, -4.115591, -1.010744], [3.304000, -4.611875, -2.245149], [2.160544, -4.282424, -2.939277], [1.143495, -3.396449, -2.599401], [1.026744, -2.528246, -1.517767], [-0.048425, -1.710243, -1.384942], [-1.316955, -2.109352, -1.974479], [-2.485284, -1.742807, -1.046698], [-2.179016, -1.840005, 0.449410], [-1.312739, -0.747939, 0.908554], [-1.437212, -0.306064, 2.177665], [-2.092493, -1.034114, 3.173068], [-2.393276, -0.703266, 4.486761], [-2.242670, 0.505687, 5.138209], [-1.661444, 1.657850, 4.629127], [-0.972508, 1.842277, 3.444985], [-0.713975, 0.955194, 2.390272], [0.135165, 1.219366, 1.383813], [1.052504, 2.371188, 1.434057], [2.524562, 1.943590, 1.373684], [3.823487, 1.399562, 2.995530], [2.166018, 0.899447, 3.255120], [3.969604, -0.884346, 2.788437], [3.902770, -0.384070, 1.103684], [1.318392, -1.088563, 2.498712], [2.412745, -2.402037, 2.151306], [3.672021, -2.936648, 0.696876], [4.633180, -4.531182, -0.623332], [3.956174, -5.344291, -2.703647], [2.022322, -4.786003, -3.888900], [0.346482, -3.333487, -3.328311], [-1.324915, -3.191990, -2.115697], [-1.469940, -1.639124, -2.952119], [-3.308955, -2.423737, -1.267175], [-2.849615, -0.741629, -1.255087], [-1.714182, -2.808083, 0.672912], [-3.132970, -1.787441, 0.976296], [-2.388757, -2.033652, 2.882483], [-2.859263, -1.493313, 5.063605], [-2.634704, 0.566956, 6.145558], [-1.710404, 2.530728, 5.269117], [-0.568223, 2.837169, 3.328397], [0.914254, 2.952999, 2.341700], [0.846058, 3.048281, 0.597078], [3.117014, 2.858775, 1.426263], [2.742169, 1.496482, 0.408365], [-3.230706, 2.048768, -0.913326], [-1.973631, 1.628854, -2.280209], [-2.318996, 1.644899, -3.620188], [-1.402275, 1.572442, -4.579217], [-0.115272, 1.490336, -4.250295], [0.317329, 1.423662, -2.939082], [-0.640436, 1.431372, -1.907550], [1.744739, 1.217399, -2.519843], [2.689876, 1.598036, -3.154731], [1.807790, 0.536606, -1.389182], [-3.346767, 1.759857, -3.942627], [0.595401, 1.479250, -5.068043], [-0.373312, 1.868769, -0.912132]],
  "forces_ev_per_a": [[0.236, -1.175, -0.072], [0.045, -0.022, -0.181], [-0.211, 0.056, 0.045], [0.172, 0.185, 0.049], [0.159, 0.182, 0.090], [-0.014, -0.181, -0.076], [-0.140, 0.250, 0.077], [-0.056, -0.122, -0.264], [0.225, -0.050, 0.181], [-0.211, 0.106, 0.012], [0.212, -0.162, -0.089], [-0.173, 0.187, 0.131], [0.208, -0.781, -0.396], [-0.190, 0.140, 0.033], [0.145, -0.051, 0.083], [0.000, 0.016, -0.241], [-0.432, 0.028, -0.044], [0.074, 0.226, 0.192], [0.062, -0.040, -0.245], [-0.035, 0.245, 0.148], [-0.135, -0.212, 0.098], [0.143, -0.019, -0.210], [-0.140, 0.119, 0.289], [0.086, -0.219, -0.364], [0.231, 0.637, 0.770], [0.265, 0.055, 0.034], [-0.145, -0.057, 0.160], [-0.020, -0.024, 0.051], [0.033, 0.036, 0.050], [0.010, -0.031, -0.027], [0.043, -0.036, 0.013], [-0.009, -0.038, 0.028], [-0.077, -0.052, -0.043], [0.004, 0.004, -0.003], [0.012, 0.010, 0.001], [-0.009, 0.004, -0.003], [0.002, -0.008, 0.003], [-0.014, 0.025, 0.021], [0.047, -0.007, -0.023], [-0.001, -0.059, -0.026], [-0.024, 0.032, -0.013], [-0.039, 0.157, -0.008], [-0.004, 0.001, 0.059], [0.016, -0.026, 0.042], [0.013, 0.010, 0.010], [-0.012, -0.013, -0.017], [0.005, -0.010, -0.007], [0.024, 0.011, -0.001], [-0.033, -0.027, -0.018], [-0.023, -0.003, -0.032], [-0.084, -0.052, 0.008], [-0.022, 0.012, -0.017], [0.031, 0.014, -0.140], [0.090, -0.172, -0.340], [0.088, 0.093, 0.814], [0.013, -0.005, -0.194], [-0.102, -0.052, -0.050], [0.069, -0.029, -0.059], [-0.149, -0.223, 0.549], [-0.394, 1.130, -0.903], [0.001, -0.197, -0.358], [-0.065, -0.001, -0.026], [0.139, 0.568, 0.338], [-0.025, 0.006, 0.107], [0.062, -0.015, 0.071], [0.020, -0.374, -0.065]]
}

***

It is found that the electronic energy values, taken in the order of the records, are -1927.9622; -2047.7397; -4149.5203 hartree.